1.
The following is a quantum chemistry calculation of a molecular structure, C11H27B3Cl2CsFKLiMgNO20PS2 at a distorted geometry, from the Open Molecules 2025 dataset.

Structure (XYZ):
```
72
Properties=species:S:1:pos:R:3:forces:R:3
C 4.188908 -1.325482 4.356043 -0.08 -0.41 0.32
N 5.172802 -1.657345 3.323315 0.97 0.46 -0.61
C 5.447013 -0.438353 2.499156 -1.64 1.38 1.11
B 4.278035 -0.140894 1.482133 1.20 0.75 -1.09
O 3.804494 1.162093 1.457605 -1.05 0.04 1.69
B 2.471082 0.976211 1.884474 -0.72 -0.10 -0.72
C 1.942440 1.474016 3.299120 0.86 0.20 -1.24
S 0.975606 3.027023 3.396576 -1.66 0.37 4.20
O 1.581156 3.835971 4.381900 1.92 0.70 -0.98
O -0.363655 2.682954 3.747845 -0.74 -0.99 -1.68
O 1.661130 0.264703 0.967236 1.13 0.04 1.55
B 2.321256 -1.009964 0.887939 -2.00 0.11 -1.45
P 1.257137 -2.643105 1.161820 2.52 -1.50 0.08
C 0.710053 -2.385232 2.907273 -0.06 1.18 -0.68
O -0.159041 -2.402058 0.332348 -1.49 1.00 0.29
O 3.676567 -1.049417 0.680456 -0.06 -0.59 1.37
H 3.204125 -1.166604 3.916917 0.05 0.07 -0.09
H 4.460543 -0.451055 4.958418 -0.02 0.12 -0.17
H 4.099230 -2.169462 5.039425 -0.06 -0.06 -0.08
H 6.043556 -1.855243 3.818258 -0.35 -0.18 0.43
H 6.485290 -0.522166 2.018324 -10.29 7.29 2.56
H 5.453863 0.397485 3.211511 0.31 0.40 -0.34
H 2.814002 1.657789 3.928685 -0.08 0.37 0.01
H 1.356333 0.703653 3.798982 -0.47 0.21 -0.22
H 0.950010 3.682921 2.198941 -0.83 -0.16 2.10
H 0.395075 -1.342940 3.047540 0.00 -0.05 0.30
H -0.133847 -3.042869 3.083220 0.17 -0.24 0.20
H 1.547150 -2.617841 3.563916 -0.13 -0.14 0.11
H -0.676532 -1.716129 0.788078 0.12 0.35 -0.43
K 1.742745 3.293435 0.615361 1.09 0.70 -3.79
F 0.835334 4.347332 6.695618 -0.03 -0.13 0.44
Cs 7.574085 -1.549771 1.805481 11.11 -9.24 -3.32
O 5.540621 4.888003 -1.096121 -0.18 -0.37 0.03
Cl 4.945558 5.547936 -2.265441 0.02 0.03 -0.09
O 5.037640 6.964090 -2.108278 0.08 0.11 0.06
O 3.559827 5.143495 -2.374256 0.11 -0.34 0.17
O 5.671261 5.126293 -3.441523 -0.02 -0.13 0.01
Li -1.363262 -3.874893 0.553969 0.87 -0.70 0.29
O 1.168641 7.469993 -0.748792 0.02 0.04 0.19
S -0.300217 7.404003 -0.583860 -0.09 -0.13 -0.19
O -0.670276 6.035487 -0.180487 0.16 -0.54 0.19
O -0.986083 7.762672 -1.833433 -0.07 0.06 -0.03
O -0.677427 8.382585 0.456862 0.11 0.05 -0.01
C -6.528895 -2.538229 -5.718761 0.16 0.02 -0.06
O -5.697727 -1.955674 -4.744636 -0.21 -0.14 0.22
C -6.133750 -0.680487 -4.304357 0.10 0.01 -0.15
C -5.914588 -0.495982 -2.821216 0.17 0.10 0.09
O -6.767185 -1.266737 -1.986483 -0.10 0.06 0.04
C -6.587728 -2.668024 -1.922794 -0.14 -0.08 -0.08
C -5.319755 -3.121198 -1.233872 0.10 -0.15 -0.10
O -4.176688 -2.890031 -2.042973 -0.08 0.22 0.03
C -3.040478 -2.499211 -1.334520 0.03 0.06 -0.05
H -6.374632 -2.073410 -6.699544 -0.11 0.00 -0.02
H -6.266638 -3.593517 -5.787226 0.06 0.02 -0.03
H -7.586756 -2.462431 -5.441190 0.00 0.03 -0.03
H -7.197658 -0.537269 -4.527268 -0.01 -0.05 0.01
H -5.565178 0.088083 -4.842959 -0.08 0.10 0.06
H -6.154844 0.542755 -2.586317 -0.05 -0.01 0.01
H -4.865325 -0.640862 -2.558769 0.01 -0.13 -0.12
H -6.684117 -3.131344 -2.907159 0.19 0.02 -0.03
H -7.424607 -3.028057 -1.318551 0.02 0.03 0.03
H -5.386916 -4.201158 -1.045385 -0.11 0.03 0.14
H -5.229416 -2.599460 -0.274014 0.02 0.02 -0.02
H -3.266522 -1.711957 -0.605208 0.02 -0.04 0.05
H -2.306266 -2.116052 -2.039581 0.06 -0.11 0.00
H -2.593068 -3.365428 -0.811416 -0.15 0.02 -0.14
Mg 4.767721 1.974299 -1.290274 0.35 0.33 -0.38
Cl 0.010616 -5.236146 1.735659 -1.09 -0.44 -0.19
C 3.811088 -2.194930 -2.120473 0.01 0.65 -0.25
O 3.793768 -3.039307 -1.191449 0.10 -0.18 -0.12
O 4.888163 -1.814548 -2.682640 0.30 -0.23 0.26
O 2.755151 -1.613006 -2.529176 -0.27 -0.15 0.34
```
Positions in Å, forces in eV/Å.

The charge is -2. The LUMO energy comes out at -0.490 eV. The calculation puts the largest force on an atom at 14.823 eV/A.

=====

2.
The following is a quantum chemistry calculation of 11 unconnected molecules or ions with the total composition C11H27Cl8N9O18 at a distorted geometry, from the Open Molecules 2025 dataset.

Structure (XYZ):
```
73
Properties=species:S:1:pos:R:3:forces:R:3
C 33.391780 7.329514 32.000273 -1.27 -0.55 -0.86
Cl 34.162017 5.732019 32.130027 0.18 0.70 -0.01
Cl 34.372630 8.694664 32.371546 0.97 0.20 0.40
Cl 32.789638 7.566406 30.317739 0.17 -0.26 0.45
Cl 31.999375 7.345363 33.103264 -0.08 -0.20 0.08
C 29.734700 10.762252 30.166863 -0.45 0.22 -0.56
Cl 29.820640 9.713412 31.572341 0.36 0.12 0.13
Cl 28.238509 11.740685 30.298003 0.36 -0.08 -0.06
Cl 31.130683 11.852154 30.015175 -0.34 -0.47 0.14
Cl 29.628926 9.748960 28.713189 0.07 0.17 0.15
C 30.458815 15.493422 29.605217 0.24 0.26 -0.11
N 31.152805 14.834242 28.468373 0.17 -0.99 -0.81
O 30.484240 14.128062 27.734185 -0.43 0.36 0.32
O 32.348967 14.967412 28.318119 0.14 0.55 0.52
H 29.842708 16.283481 29.184011 -0.09 -0.08 -0.04
H 31.214375 15.909472 30.260706 -0.01 -0.11 0.07
H 29.849814 14.732583 30.079994 -0.02 0.02 0.05
C 35.122352 16.129255 29.735303 -1.33 0.00 -0.99
N 35.814214 15.651168 28.503918 0.99 -0.35 0.38
O 35.683010 16.259603 27.467442 -0.38 0.18 0.05
O 36.547629 14.688025 28.637930 -0.05 -0.15 0.13
H 34.472940 15.335199 30.091872 0.31 -0.23 0.03
H 34.456509 16.895408 29.342149 0.31 0.43 0.56
H 35.838132 16.407937 30.495598 0.15 0.20 -0.13
C 35.653716 13.835627 36.687612 0.14 -0.78 -0.66
N 35.405025 14.749149 35.541061 0.52 -0.27 -0.64
O 36.134582 15.698054 35.404223 0.37 0.67 0.37
O 34.570407 14.426073 34.722563 -0.46 -0.24 0.17
H 34.955434 13.019794 36.523072 -0.27 0.14 0.64
H 35.629913 14.364080 37.631997 -0.22 0.05 -0.01
H 36.639461 13.396186 36.527806 0.12 0.29 0.01
C 36.566394 10.883891 30.371752 0.00 0.44 -0.89
N 36.124155 11.106646 28.951318 0.22 -0.18 -0.31
O 35.079039 10.608607 28.582534 -0.14 0.18 0.29
O 36.922938 11.660997 28.225283 -0.19 0.08 0.23
H 36.882764 11.834851 30.779657 0.05 0.03 -0.06
H 37.417901 10.235679 30.185903 -0.02 -0.24 0.71
H 35.737839 10.485151 30.933725 0.07 -0.31 -0.01
C 32.151140 14.249749 37.949183 0.65 0.29 0.46
N 32.053694 13.723215 36.577213 -1.08 0.08 -0.54
O 32.072573 12.528060 36.380916 0.49 -0.59 0.40
O 31.846797 14.533208 35.707052 0.17 0.54 -0.19
H 31.316827 14.923595 38.110012 -0.15 -0.16 -0.02
H 33.058158 14.852142 37.989966 0.00 -0.05 -0.02
H 32.211047 13.437918 38.663859 -0.14 -0.08 -0.08
C 29.276835 9.420951 35.322169 0.27 0.04 -0.51
N 30.765984 9.570482 35.342636 -0.54 1.31 0.82
O 31.266539 10.308936 34.522861 0.33 -0.43 -0.25
O 31.331907 9.080508 36.299023 0.23 -0.39 -0.39
H 28.938292 9.747481 36.298813 -0.09 -0.44 0.11
H 29.096830 8.378014 35.074210 -0.31 0.01 0.35
H 28.869350 10.078873 34.562255 0.15 -0.06 -0.14
C 34.534812 9.944971 36.062592 -0.12 -0.69 0.12
N 35.755647 10.053857 36.913313 0.27 0.98 -0.44
O 36.780598 10.401952 36.350271 -0.20 -0.28 0.16
O 35.643490 9.891807 38.109916 -0.07 -0.21 -0.03
H 34.757624 9.276541 35.233628 0.09 -0.02 0.10
H 34.273282 10.913726 35.647171 0.11 0.14 0.23
H 33.756548 9.539177 36.696421 -0.16 0.12 -0.14
C 38.090917 14.193475 32.160972 0.89 1.05 -0.45
N 38.028888 13.383884 33.397080 1.07 -1.11 0.06
O 38.998217 13.408721 34.136202 -0.34 0.60 -0.11
O 37.095787 12.622108 33.559871 -0.51 0.43 -0.17
H 37.914058 15.244632 32.392170 -0.88 -0.21 0.22
H 37.487418 13.776512 31.366915 -0.42 0.15 0.22
H 39.123898 14.294576 31.821840 0.08 -0.79 0.24
C 33.030899 12.299796 32.752401 0.35 -0.33 0.87
N 33.473894 13.385484 31.853078 -0.73 -0.88 -0.01
O 32.654225 14.222329 31.558823 -0.22 0.73 -0.12
O 34.602598 13.331796 31.432765 0.60 0.18 -0.14
H 33.148529 12.673902 33.770053 0.11 0.01 -0.05
H 33.692620 11.460407 32.572593 -0.03 -0.02 0.08
H 31.992424 12.023875 32.626868 -0.04 0.29 -0.37
```
Positions in Å, forces in eV/Å.

The charge is 0. The LUMO energy comes out at -0.454 eV. The SMILES is C[N+](=O)[O-].C[N+](=O)[O-].C[N+](=O)[O-].C[N+](=O)[O-].C[N+](=O)[O-].C[N+](=O)[O-].C[N+](=O)[O-].C[N+](=O)[O-].C[N+](=O)[O-].ClC(Cl)(Cl)Cl.ClC(Cl)(Cl)Cl. The calculation puts the largest force on an atom at 1.656 eV/A.

=====

3.
The following is a quantum chemistry calculation of a molecular structure, C11H27ClIN2P2Tc at a distorted geometry, from the Open Molecules 2025 dataset.

Structure (XYZ):
```
45
Properties=species:S:1:pos:R:3:forces:R:3
C 2.120162 1.425306 -2.637637 6.28 -2.04 0.84
I 1.155781 2.546083 -3.929533 -2.64 1.74 -1.98
H 3.043053 1.274586 -3.332959 -0.82 0.18 1.73
H 2.020918 0.345089 -2.330518 -0.72 1.72 -0.37
H 2.535425 2.056546 -1.799846 -0.54 -1.11 -0.78
Tc -0.598721 -1.817760 0.268995 0.43 -1.07 0.75
P 0.011872 -1.682418 -1.875248 -1.50 -0.90 -1.74
C -0.481917 -3.834306 -0.487526 0.65 -0.44 0.70
C -1.177955 -2.153727 -3.179920 -0.41 1.88 0.97
H -1.187447 -3.178821 -3.477976 0.29 -0.68 -0.14
H 1.713160 -3.172004 -2.888282 -0.68 0.99 0.37
H -0.842384 -1.455822 -3.967655 -0.56 -0.53 -0.19
H 1.806498 -1.391392 -3.240897 0.21 -0.61 0.13
H -1.492033 -4.294611 -0.556822 0.53 0.32 0.34
H -2.183633 -1.850614 -2.788769 0.74 -0.22 -0.65
C 1.597790 -2.140353 -2.448169 1.99 -0.01 -0.72
H 0.042641 -4.126206 -1.419736 -0.19 0.20 0.54
H 2.383581 -2.061049 -1.680195 -0.28 0.16 -0.21
H 0.159523 -4.298467 0.383966 -1.18 0.89 -1.25
P -0.025161 2.607973 0.247012 0.17 4.40 0.80
C -0.496415 3.051747 1.958150 0.19 -1.81 1.25
C 1.541199 3.505337 0.136832 2.47 -1.05 0.01
H -0.508367 4.001089 -1.705684 -0.60 -0.22 1.25
H -0.979625 4.815317 -0.122390 0.24 -0.84 -0.16
H -2.020483 3.538299 -0.822398 0.14 0.20 -0.06
C -0.977619 3.847949 -0.681217 -0.73 -0.27 -1.93
H 1.891977 3.631600 -0.913277 -0.46 0.02 0.78
H 1.433789 4.520918 0.603295 -0.24 -0.93 -0.26
H -0.658914 4.140641 2.062702 0.15 -0.50 -0.38
H 0.318275 2.709982 2.653976 -0.75 0.42 -0.57
H 2.354212 2.932919 0.689267 -0.82 0.88 -0.56
H -1.411243 2.506390 2.236950 0.17 0.39 0.08
Cl -0.352666 0.378302 -1.937102 -0.76 -1.02 0.57
C -2.478378 -1.738741 2.061041 -0.58 -0.60 -0.21
C -1.284325 -1.374175 2.844566 1.31 -1.53 2.43
N -0.171329 -1.140754 2.161276 -0.08 1.88 0.28
C 0.841069 -0.780402 3.058674 0.25 -1.05 -0.29
C 0.382940 -1.070901 4.315771 -0.13 0.32 -0.83
N -0.967551 -1.450184 4.186590 0.57 0.58 -1.37
H -3.308511 -2.171577 2.649044 0.41 0.07 -0.45
H -2.820758 -0.830626 1.553100 -0.38 -0.31 -0.01
H -2.160383 -2.567609 1.293466 -0.94 0.56 1.00
H 1.818606 -0.453240 2.665474 -0.67 -0.38 0.67
H 0.967343 -1.034220 5.230045 -0.61 0.01 0.05
H -1.553993 -1.766093 4.963563 0.07 0.29 -0.44
```
Positions in Å, forces in eV/Å.

The charge is +3. The LUMO energy (alpha / beta) comes out at -11.797 / -12.726 eV. The spin multiplicity is 4. The calculation puts the largest force on an atom at 6.657 eV/A.